A cluster of 11 separate species, C39H79FN2O14S in total. Source: OMol25; level of theory: the ωB97M-V functional and the def2-TZVPD basis.

```
! wB97M-V def2-TZVPD RIJCOSX def2/J DEFGRID3
* xyz 0 1
H -8.911 5.407 -6.561
O 6.972 -4.817 2.935
O 9.161 -1.207 8.060
O -5.390 4.503 -2.113
H -7.973 4.157 -1.069
C 7.185 -2.781 5.999
H 7.215 -2.446 -0.555
C 7.355 2.448 -3.450
H 6.241 -1.039 8.040
O -10.743 2.481 -3.866
H 8.752 -0.106 5.271
H -8.789 -2.902 -1.480
H -7.893 -3.356 -2.943
H 11.141 0.137 2.298
H 7.800 0.868 8.362
H -4.572 -2.290 -1.381
C -7.062 3.729 -0.504
O -10.974 4.794 -4.573
H 5.740 -1.413 2.811
H 7.582 0.673 -1.234
H -5.122 -3.977 -1.403
C -5.316 -2.975 -1.792
H 4.972 -2.999 2.483
H 5.997 0.392 -2.023
H 11.423 0.344 9.459
C 2.279 1.377 -2.605
H -9.689 6.595 -8.182
C 6.689 2.415 -2.099
C -10.707 6.072 -8.114
H -6.054 0.347 -3.011
C 5.602 -1.932 0.742
H -8.343 4.148 -4.207
H 1.449 1.432 -3.313
H -1.209 0.719 -2.584
H 8.388 2.102 -3.364
C 1.761 0.945 -1.259
H 7.961 -2.649 6.756
H -7.389 2.717 -0.095
C 2.761 0.809 -0.145
C 6.958 -2.539 0.503
H 6.595 -3.676 6.212
N -5.427 2.159 -2.048
C -8.115 3.548 -5.167
H -6.689 4.463 0.280
C -9.318 4.438 -7.042
H 8.622 -7.159 4.062
H -8.319 2.620 -2.655
H 9.263 1.787 8.772
C -7.862 -3.345 -1.851
H -12.870 -0.533 1.187
C -5.933 3.473 -1.604
C 10.735 -0.474 9.684
H 3.508 0.056 -0.406
H 4.086 -1.492 2.173
S -10.786 3.380 -5.086
H -10.706 0.431 -1.009
C 7.609 -6.760 4.147
C 9.569 0.294 4.667
C 8.666 0.908 9.027
C -4.705 1.596 -0.840
H 8.243 -7.165 1.401
H -11.180 5.976 -9.162
C -1.690 -0.241 -2.772
H -8.655 4.115 -7.917
H 4.875 -2.064 7.497
C 7.247 -6.765 1.600
H 10.474 -0.466 10.745
H 7.360 3.473 -3.826
C 5.070 -1.964 2.148
H 12.238 0.027 3.710
H 3.006 0.649 -2.975
O 6.253 3.429 -1.585
H 3.243 1.772 0.042
C 5.537 -1.238 7.229
C -11.378 -1.382 -0.091
C -11.836 -0.880 1.252
H -5.233 -2.970 -2.881
C -11.376 -0.401 -1.234
H 6.083 1.208 -0.450
H 11.227 -1.420 9.451
H -3.781 2.211 -0.578
H 10.249 0.848 5.320
C -2.689 -0.105 -3.889
C -7.395 2.193 -4.681
C -6.523 1.179 -2.341
H -1.710 1.313 -5.156
H 9.151 0.958 3.907
H -1.444 -0.401 -5.603
H -11.785 -1.694 1.979
O -3.873 -0.335 -3.712
C 10.305 -0.842 4.008
C 6.584 1.080 -1.411
H -4.484 0.500 -1.080
O 4.961 -1.432 -0.169
H 7.570 -6.084 5.004
C 11.475 -0.491 3.126
F -12.126 2.852 -5.972
H -11.023 -0.900 -2.139
H 6.895 -7.571 4.308
O -6.852 -1.531 -0.692
H 7.663 -2.902 5.025
H 2.740 2.364 -2.527
H -7.336 4.116 -5.800
C -6.692 -2.524 -1.380
O -10.632 4.740 -7.550
H -8.520 0.906 -3.259
H 7.710 -2.014 1.095
H 11.908 -1.407 2.718
H -2.204 -0.558 -1.862
H 2.248 0.491 0.766
H 6.803 1.820 -4.152
H -5.429 1.588 0.064
H -7.782 -4.363 -1.464
H -0.942 -0.994 -3.032
C 7.250 -6.001 2.898
N -9.337 3.328 -6.010
H 8.313 0.977 10.058
C 6.290 -1.573 5.969
C 9.490 -0.340 8.849
O 6.179 -0.891 4.965
H -3.000 0.382 -5.942
C -7.757 1.769 -3.165
H -11.417 6.708 -7.490
H 4.933 -0.343 7.062
H -7.741 1.341 -5.360
H 6.517 -7.577 1.648
H 6.970 -6.094 0.784
H -12.389 -0.033 -1.410
O -11.023 -2.536 -0.248
O 0.577 0.714 -1.081
C -2.170 0.326 -5.234
H -6.265 2.288 -4.802
H -6.857 0.622 -1.374
H 6.941 -3.598 0.767
H -11.186 -0.070 1.588
O 9.967 -1.998 4.180
*
```

- Max |F|: 7.07 eV Å⁻¹
- Energy: -86917.017 eV
- Highest occupied orbital energy: -8.69 eV
- HOMO-LUMO gap: 8.8 eV
- SMILES string: COCN(CCCCN(C)C(C)=O)S(=O)(=O)F.CC(C)=O.CC(C)=O.CC(C)=O.CC(C)=O.CC(C)=O.CC(C)=O.CC(C)=O.CC(C)=O.CC(C)=O.CC(C)=O

---

A structure of composition C32H48F3O29V3. Source: OMol25; level of theory: the ωB97M-V functional and the def2-TZVPD basis.

```
! wB97M-V def2-TZVPD RIJCOSX def2/J DEFGRID3
* xyz 3 2
C 2.943 -4.257 0.994
H 3.470 0.135 -3.642
H 5.404 1.291 1.602
C 4.106 0.107 0.232
H 5.067 -1.260 -4.522
O 2.764 -1.319 -2.339
H -0.971 -1.640 2.384
O 5.103 -0.035 -0.805
H 4.949 -2.945 3.517
V -1.142 0.664 6.824
O -5.654 0.615 -1.529
O -0.609 5.622 0.526
V 0.386 2.762 3.055
H 2.277 0.999 -0.477
H 4.766 -2.170 -3.013
C 0.223 6.355 -1.412
O -1.899 1.252 -7.207
O -1.023 -5.507 2.127
H -0.579 0.739 -3.422
H 0.762 -1.055 4.131
O -0.482 1.335 -5.466
O 0.604 5.020 -1.189
H -3.870 -3.096 3.799
H 4.041 -2.768 -4.512
O -4.719 0.898 -3.411
C -0.228 6.582 -2.859
O -1.773 2.168 2.415
O -0.501 0.437 2.340
C 1.390 -1.551 -2.158
C 0.563 2.452 -3.711
O 5.658 1.220 -2.644
H -3.915 -5.491 5.721
H -2.562 0.208 2.278
H 1.511 2.082 -4.102
O 1.893 2.355 2.789
C -5.002 -0.557 -1.833
C -1.580 -4.923 3.001
C 3.153 -0.908 -3.669
H 3.145 -3.330 0.457
O 4.538 -5.205 2.333
C -3.311 -3.932 4.220
H 3.230 2.068 0.662
C 4.250 -2.820 2.690
O 3.629 -5.274 0.343
H -5.134 -5.001 4.493
C -1.899 0.774 0.300
H -3.032 -0.304 -2.646
C -1.758 0.813 1.858
H 4.136 0.381 2.367
H -5.678 -2.561 -1.880
H 0.066 -1.095 1.154
O 5.055 -6.856 0.894
O 0.260 4.257 3.458
H 4.946 -2.596 1.881
H 0.636 2.530 -2.626
H -1.966 6.531 -0.692
O 0.335 3.594 0.642
H 0.406 3.488 -4.010
O -1.838 0.122 8.099
C -4.075 -0.341 -2.961
C -1.920 -3.778 4.966
O -0.877 -0.591 5.834
C -0.160 -0.932 2.207
H 2.012 -1.949 -5.154
C 4.409 -5.947 1.183
H 3.692 -1.918 2.939
C -1.690 1.573 -6.101
H 0.058 7.575 -3.204
C -4.281 -4.681 5.090
H 1.563 -0.271 -4.928
C -0.587 1.617 -4.068
H -1.686 -2.766 5.295
O -4.676 3.676 2.796
H -4.267 -1.000 -3.808
H 5.704 -0.284 1.845
C 0.152 4.687 0.028
H -1.312 6.468 -2.889
O 0.781 -1.808 -1.096
F -0.957 1.490 -0.419
C 4.349 -1.871 -3.975
C -5.529 1.417 -2.537
H -4.441 -0.986 -1.003
V -3.409 3.199 3.607
H 1.265 -2.291 3.066
O -2.509 2.195 -5.270
C 3.259 1.329 -0.138
C 3.616 -4.175 2.357
H 2.878 -4.463 3.104
H 3.456 -0.751 0.403
H -2.682 1.851 -3.335
O -2.643 4.464 4.090
C 4.884 1.012 -1.697
H -1.696 -4.341 5.872
O 0.907 -1.444 -3.440
H 1.862 -0.591 2.850
H 1.110 6.983 -1.326
C -0.938 6.630 -0.342
F -1.778 -0.435 -0.112
F -3.088 1.134 -0.113
H 1.875 -4.472 1.041
O 3.861 1.701 -1.375
H -1.700 3.386 -3.626
H -6.511 -1.722 -3.108
H -6.957 -1.613 -1.339
C -1.974 2.387 -3.967
O -1.063 -4.052 3.904
H -4.724 -4.061 5.869
H -0.778 7.632 0.057
H 0.208 5.920 -3.607
O -6.152 2.452 -2.698
C 1.012 -1.231 3.085
C 1.854 -1.178 -4.399
C 4.864 0.346 1.556
C -6.160 -1.605 -2.083
O -2.950 -4.974 3.262
*
```

- Max |F|: 8.70 eV Å⁻¹
- Energy: -178516.035 eV
- <S²>: 0.7625
- Highest occupied orbital energy (alpha / beta): -15.34 / -15.34 eV
- HOMO-LUMO gap (alpha / beta): 2.0 / 1.7 eV

---

A cluster of 8 separate species, C13H38F4N17O7 in total. Source: OMol25; level of theory: the ωB97M-V functional and the def2-TZVPD basis.

```
! wB97M-V def2-TZVPD RIJCOSX def2/J DEFGRID3
* xyz 1 1
N 6.801 -0.590 5.555
N -4.287 -1.008 -9.299
C -0.192 -1.038 -3.792
H -7.376 -0.876 -4.366
H -2.517 -1.756 -7.667
C 1.294 -0.763 0.616
H 5.194 1.788 6.966
N 0.468 0.277 0.901
N 5.381 -3.521 4.536
O -1.229 -0.411 -4.033
H 10.451 3.430 8.758
H 2.710 -1.929 1.468
N 0.874 -1.026 -4.629
N 5.359 0.976 6.396
H 4.610 -3.549 5.181
H -5.072 -0.751 -9.872
N -3.460 -1.927 -7.372
H 0.430 0.730 1.795
H 12.989 0.676 7.282
H -9.644 2.724 -0.691
H -4.430 -0.561 -0.923
C 6.632 0.509 6.338
N 10.617 2.618 8.189
O 12.813 2.676 8.738
F -3.201 1.012 0.542
H 7.143 -3.270 2.757
H -0.134 0.603 0.164
H -9.416 1.913 1.483
N -8.435 1.795 1.312
O 4.202 -2.135 3.183
N 6.296 -2.762 2.583
H -3.360 -0.819 -9.632
F -1.761 2.136 -0.799
C -6.382 -1.424 -4.450
N 2.085 -1.162 1.640
H 6.056 -1.036 5.051
C 11.890 2.152 8.133
H 6.212 -4.043 4.747
C -7.831 2.101 0.139
H -4.946 3.117 -0.717
C -3.102 1.832 -0.587
H 9.844 2.200 7.699
C -4.556 -1.598 -8.108
H 0.798 -2.296 -2.464
H -6.100 -1.800 -2.268
C -3.799 1.095 -1.784
N -5.740 -1.340 -3.113
H 7.730 -0.965 5.487
O 7.555 1.035 6.943
H 2.079 -0.738 2.549
H -0.805 -1.811 -2.036
F -3.837 3.637 0.941
C 5.226 -2.765 3.418
H 1.726 -1.525 -4.454
H -8.244 2.829 -1.704
N 12.060 1.052 7.349
H 6.220 -2.214 1.743
H 4.588 0.560 5.908
H -2.243 1.542 -3.506
N -0.035 -1.782 -2.680
H -6.598 -2.476 -4.788
C -3.869 3.226 -0.382
O -5.699 -1.818 -7.726
H 0.793 -0.480 -5.469
C -3.320 1.334 -3.278
N -3.842 -0.423 -1.762
H -3.908 2.225 -3.642
H -3.620 -2.368 -6.484
H -4.912 1.329 -1.832
N -3.922 0.158 -3.975
C -4.646 -0.638 -2.976
H -5.808 -0.906 -5.269
H 11.316 0.607 6.845
O -6.625 1.947 -0.041
H -3.079 -0.400 -4.241
H -7.852 1.431 2.047
O 1.320 -1.300 -0.489
F -3.266 4.135 -1.265
N -8.657 2.590 -0.819
*
```

- Max |F|: 4.58 eV Å⁻¹
- Energy: -64632.126 eV
- Highest occupied orbital energy: -10.33 eV
- HOMO-LUMO gap: 7.5 eV